139
Properties=species:S:1:pos:R:3:mulliken_charge:R:1 method="wB97M-V/def2-TZVPD" spin_multiplicity=1 e_homo_ev=-8.25 energy_ha=-5845.65124
C 3.363 -4.135 6.211 -0.639
C 2.584 -5.185 6.731 -0.253
C 1.406 -5.877 6.003 0.675
O 1.633 -6.751 5.197 -0.494
O 0.071 -5.584 6.251 -0.361
C -0.330 -4.341 5.642 -0.632
C 0.006 -4.244 4.093 -0.443
C -1.029 -3.202 3.485 -0.549
C -0.512 -2.678 2.058 -0.668
C -0.496 -1.075 1.978 -0.110
C -1.124 -0.565 0.607 -0.459
Si 0.080 0.537 -0.423 -0.891
C 0.920 1.699 0.830 -0.731
C -0.205 2.400 1.739 -0.124
C 0.052 3.933 1.967 -0.590
O 0.576 4.239 3.276 -0.385
C 0.866 5.596 3.409 0.667
C -0.045 6.614 4.159 -0.929
O 1.902 5.985 2.926 -0.473
O 1.134 -0.567 -1.231 -0.010
Si 2.726 -0.029 -1.462 0.763
S 3.956 -0.039 0.305 -0.363
Br 2.927 2.006 -2.422 -0.253
C 3.533 -1.295 -2.665 -0.785
C 3.338 -0.935 -4.195 -0.458
C 4.741 -0.551 -4.818 0.117
O 5.243 0.488 -4.470 -0.481
N 5.401 -1.492 -5.766 -0.355
C 6.793 -1.565 -5.320 0.334
C 7.246 -2.600 -4.383 -0.263
C 8.635 -2.630 -3.917 -0.408
C 9.631 -1.653 -4.352 -0.457
C 9.192 -0.643 -5.314 -0.529
C 7.817 -0.608 -5.780 -0.204
B -1.073 1.617 -1.613 0.022
O -2.466 1.235 -1.702 -0.176
C -0.644 2.907 -2.474 -0.549
C -0.101 4.120 -1.615 -0.494
H 3.244 -3.087 6.606 0.259
H 4.153 -4.318 5.428 0.272
H 2.844 -5.565 7.763 0.314
H -1.450 -4.255 5.714 0.361
H 0.095 -3.429 6.155 0.275
H 1.066 -3.912 3.924 0.419
H -0.099 -5.260 3.622 0.246
H -1.997 -3.759 3.348 0.045
H -1.172 -2.339 4.185 0.416
H -1.210 -3.127 1.304 0.249
H 0.519 -3.110 1.925 0.379
H 0.592 -0.795 2.081 -0.165
H -1.107 -0.703 2.838 0.397
H -2.140 -0.110 0.710 0.243
H -1.260 -1.494 -0.027 0.396
H 1.573 2.493 0.388 0.693
H 1.554 1.121 1.561 0.367
H -1.235 2.236 1.301 0.203
H -0.252 1.925 2.761 0.310
H -0.931 4.490 1.867 0.302
H 0.747 4.357 1.189 0.127
H -1.107 6.240 4.147 0.292
H -0.043 7.629 3.674 0.275
H 0.318 6.785 5.210 0.305
H 3.270 -0.579 1.360 0.120
H 4.608 -1.442 -2.381 0.393
H 2.997 -2.267 -2.463 0.366
H 3.032 -1.881 -4.732 0.321
H 2.547 -0.177 -4.411 0.355
H 5.359 -1.022 -6.676 0.409
H 6.559 -3.387 -3.994 0.408
H 8.972 -3.406 -3.186 0.304
H 10.673 -1.678 -3.958 0.347
H 9.903 0.131 -5.694 0.303
H 7.543 0.186 -6.516 0.236
H -2.894 1.784 -1.011 0.266
H 0.057 2.558 -3.278 0.322
H -1.563 3.293 -3.013 0.226
H -0.801 4.245 -0.741 0.148
H 0.938 3.987 -1.226 -0.035
H -0.118 5.101 -2.170 0.431
C -5.996 -3.910 -4.597 -1.310
C -6.467 -3.469 -3.216 0.087
C -6.582 -1.952 -3.072 -0.827
C -5.270 -1.180 -3.235 -0.952
C -4.152 -1.587 -2.277 -0.027
C -4.497 -1.346 -0.813 -0.161
H -4.991 -3.543 -4.817 0.286
H -5.968 -5.001 -4.656 0.407
H -6.673 -3.548 -5.374 0.294
H -5.798 -3.877 -2.452 -0.130
H -7.451 -3.910 -3.028 0.425
H -7.019 -1.724 -2.094 0.318
H -7.297 -1.578 -3.813 0.416
H -5.478 -0.113 -3.105 0.362
H -4.908 -1.290 -4.263 0.369
H -3.258 -1.008 -2.521 -0.011
H -3.886 -2.639 -2.423 0.396
H -4.723 -0.291 -0.636 0.171
H -3.653 -1.622 -0.177 -0.389
H -5.356 -1.941 -0.496 0.306
C -5.083 -4.138 1.791 -1.135
C -4.374 -5.297 1.101 0.036
C -5.312 -6.443 0.725 -0.783
C -6.002 -7.133 1.904 -0.822
C -5.062 -7.719 2.958 -0.309
C -4.158 -8.819 2.414 -1.219
H -5.526 -4.444 2.741 0.375
H -4.372 -3.334 2.001 0.234
H -5.874 -3.732 1.156 0.287
H -3.560 -5.661 1.735 0.147
H -3.904 -4.921 0.185 0.294
H -4.749 -7.184 0.148 0.380
H -6.085 -6.062 0.047 0.264
H -6.638 -7.934 1.511 0.430
H -6.680 -6.426 2.393 0.292
H -5.667 -8.135 3.769 0.381
H -4.450 -6.929 3.406 0.174
H -4.750 -9.639 2.001 0.303
H -3.534 -9.224 3.213 0.384
H -3.492 -8.447 1.633 0.291
C 4.028 11.873 -0.180 -1.191
C 3.628 10.812 -1.199 -0.358
C 2.179 10.348 -1.052 -0.783
C 1.844 9.671 0.280 -0.724
C 2.690 8.443 0.619 -0.201
C 2.527 7.304 -0.380 -1.136
H 3.971 11.493 0.842 0.285
H 5.057 12.195 -0.354 0.374
H 3.383 12.751 -0.258 0.292
H 4.311 9.961 -1.131 0.237
H 3.757 11.229 -2.203 0.391
H 1.943 9.668 -1.876 0.305
H 1.515 11.211 -1.177 0.382
H 0.787 9.380 0.262 0.360
H 1.940 10.399 1.092 0.348
H 2.395 8.082 1.608 0.190
H 3.747 8.716 0.695 0.289
H 1.482 6.985 -0.439 0.172
H 3.124 6.443 -0.071 0.388
H 2.856 7.592 -1.381 0.383

11
Properties=species:S:1:pos:R:3:mulliken_charge:R:1 method="wB97M-V/def2-TZVPD" spin_multiplicity=1 e_above_lowest_kcal_mol=113.9 e_homo_ev="-7.54 / -7.54" energy_ha=-281.40851
C 0.162 1.228 1.215 -0.199
C 0.381 -0.553 -0.087 0.524
C 0.312 -1.778 -0.858 -0.802
N 0.682 0.037 0.942 -0.426
N -1.129 0.954 -0.688 -0.768
N -0.709 1.640 0.297 0.314
H 0.356 1.831 2.167 0.330
H 0.321 -2.510 -0.053 0.276
H -0.632 -1.687 -1.544 0.249
H 1.085 -1.760 -1.621 0.271
H -0.829 2.597 0.229 0.230

16
Properties=species:S:1:pos:R:3:mulliken_charge:R:1 method="wB97M-V/def2-TZVPD" spin_multiplicity=1 e_above_lowest_kcal_mol=89.4 e_homo_ev=-9.30 energy_ha=-271.61008 smiles=C[C@H]1[C@H]2C[C@@H]12.O
C -1.838 -0.116 0.206 -1.229
C -0.455 0.611 0.182 -0.251
C 0.499 0.212 1.235 -0.321
C 0.940 -1.142 0.717 -0.583
C 1.151 0.101 -0.034 0.058
H -2.271 0.024 1.215 0.333
H -1.781 -1.198 0.062 0.258
H -2.589 0.268 -0.497 0.370
H -0.603 1.690 0.040 0.432
H 0.790 0.744 2.114 0.358
H 1.800 -1.584 1.211 0.242
H 0.232 -1.863 0.312 0.116
H 2.129 0.450 -0.403 0.281
O 0.742 0.289 -2.370 -0.714
H 0.109 0.350 -1.628 0.329
H 1.145 1.164 -2.363 0.320

18
Properties=species:S:1:pos:R:3:mulliken_charge:R:1 method="wB97M-V/def2-TZVPD" spin_multiplicity=1 e_above_lowest_kcal_mol=39.6 e_homo_ev=-9.03 energy_ha=-327.06828 smiles="CCCNCC=O"
C 0.499 1.574 1.546 -1.175
C 0.699 0.063 1.468 -0.377
C -0.553 -0.825 1.433 -0.686
N -1.193 -0.811 0.138 -0.299
C -0.349 -0.986 -1.035 -0.657
C 0.025 0.372 -1.642 0.060
O 0.925 0.567 -2.401 -0.497
H 1.466 2.060 1.649 0.331
H 0.001 1.864 2.485 0.349
H -0.201 1.943 0.801 0.280
H 1.213 -0.191 2.405 0.394
H 1.427 -0.306 0.745 0.322
H -1.239 -0.393 2.168 0.345
H -0.351 -1.811 1.881 0.296
H -1.976 -1.438 0.044 0.223
H -0.845 -1.575 -1.806 0.441
H 0.561 -1.539 -0.782 0.291
H -0.659 1.176 -1.289 0.360